[1]
The following is a DFT calculation (the ωB97M-V functional and the def2-TZVPD basis) of the molecule C5H13N3O.

Calculated values
Spin multiplicity: 1
E, eV: -11911.9338
Total charge: 0
Gap between HOMO and LUMO, Ha: 0.301
E_LUMO, eV: 0.5

Last column: natural (NBO) charge in e.
Element x y z (Å)
C -0.782 -1.127 -0.102  0.52
C -0.169 1.395 -1.181  -0.42
C 1.285 1.968 0.606  -0.42
C -0.652 -2.061 -1.229  -0.73
N 0.146 1.125 0.223  -0.52
C 0.535 -0.358 0.398  0.51
N -1.897 -0.974 0.527  -0.67
N 0.498 -0.615 1.882  -0.92
O 1.566 -0.796 -0.225  -0.86
H -1.890 -0.363 1.339  0.44
H -2.748 -1.473 0.297  0.40
H 1.353 -1.116 2.092  0.38
H 0.497 0.251 2.406  0.36
H -1.079 0.869 -1.485  0.18
H 0.646 1.097 -1.855  0.19
H -0.365 2.461 -1.312  0.20
H 1.538 1.829 1.657  0.19
H 2.180 1.743 0.012  0.20
H 1.013 3.017 0.469  0.19
H -1.590 -2.526 -1.535  0.21
H -0.169 -1.534 -2.054  0.28
H 0.084 -2.812 -0.930  0.29

[2]
The following is a DFT calculation (the ωB97M-V functional and the def2-TZVPD basis) of the molecule C14H29ClO2Si in a non-equilibrium geometry.

Calculated values
Spin multiplicity: 1
E, eV: -39484.7380
Total charge: 0
Gap between HOMO and LUMO, Ha: 0.377
E_LUMO, eV: 0.8

Last column: natural (NBO) charge in e.
Element x y z (Å)
O 1.397 -7.042 1.131  -0.59
Cl 0.256 6.694 -0.182  -0.40
O 3.600 -6.667 1.380  -0.52
C 2.286 -6.240 1.150  0.80
C 3.638 -8.060 1.480  -0.27
C 2.088 -4.787 0.961  -0.51
C 1.200 -4.531 -0.223  -0.39
C 1.052 -2.986 -0.298  -0.39
C 0.146 -2.384 -1.317  -0.40
C 0.177 -0.856 -1.457  -0.38
C -0.474 -0.140 -0.308  -0.41
C -0.335 1.343 -0.420  -0.37
C -1.049 2.140 0.647  -0.40
C -0.721 3.632 0.740  -0.41
C -2.075 5.266 -1.847  -1.13
C -2.887 7.511 0.285  -1.14
C -1.967 4.509 0.908  -0.83
Si -1.762 6.122 -0.198  1.58
H 3.138 -8.392 0.533  0.19
H 3.022 -8.423 2.350  0.19
H 4.676 -8.410 1.497  0.19
H 1.768 -4.246 1.870  0.24
H 3.049 -4.440 0.748  0.22
H 0.268 -5.119 -0.106  0.23
H 1.706 -4.853 -1.136  0.20
H 0.781 -2.657 0.718  0.19
H 2.096 -2.518 -0.316  0.20
H 0.416 -2.735 -2.340  0.20
H -0.914 -2.712 -1.105  0.20
H -0.313 -0.556 -2.428  0.20
H 1.183 -0.409 -1.560  0.20
H -1.508 -0.375 -0.360  0.20
H -0.038 -0.380 0.692  0.20
H 0.749 1.694 -0.349  0.19
H -0.625 1.733 -1.446  0.19
H -0.826 1.649 1.629  0.19
H -2.101 1.916 0.479  0.19
H -0.039 3.861 1.531  0.22
H -0.310 4.001 -0.227  0.20
H -1.136 5.074 -2.332  0.25
H -2.505 6.189 -2.291  0.23
H -2.769 4.453 -1.884  0.24
H -2.277 8.277 0.771  0.26
H -3.703 7.107 0.889  0.26
H -3.225 7.997 -0.585  0.24
H -2.337 4.655 1.973  0.22
H -2.795 4.093 0.351  0.21

[3]
The following is a DFT calculation (the ωB97M-V functional and the def2-TZVPD basis) of a 12-piece molecular cluster, C4H32N2O12 overall in a non-equilibrium geometry.

Calculated values
Spin multiplicity: 2
E, eV: -32208.0274
Total charge: +1
Gap between HOMO and LUMO (alpha / beta), Ha: 0.348 / 0.163
E_LUMO (alpha / beta), eV: -3.6 / -8.6
⟨S²⟩: 0.7542

Last column: natural (NBO) charge in e.
Element x y z (Å)
C -2.137 0.385 -3.026  -0.73
C -1.058 0.395 -1.964  0.71
N -1.380 0.934 -0.725  -0.66
C -2.630 1.720 -0.391  -0.24
C -2.824 1.709 1.151  -0.32
N -1.713 2.291 1.866  -0.25
O 0.106 0.129 -2.175  -0.62
H -2.244 -0.665 -3.351  0.27
H -3.104 0.710 -2.662  0.20
H -1.903 0.984 -3.906  0.27
H -0.574 1.279 -0.212  0.41
H -2.357 2.777 -0.654  0.21
H -3.428 1.275 -0.973  0.26
H -3.668 2.397 1.251  0.29
H -2.986 0.688 1.532  0.29
H -1.774 2.708 2.792  0.43
H -1.033 2.731 1.221  0.44
H 3.319 -0.743 -0.288  0.50
H 4.288 -0.803 0.938  0.49
O 3.541 -0.328 0.561  -0.97
H 0.906 -3.074 3.518  0.48
H -0.235 -2.027 3.787  0.48
O 0.010 -2.810 3.301  -0.96
H 0.521 -2.689 -1.084  0.46
H 0.185 -1.849 -2.228  0.48
O 0.053 -2.761 -1.927  -0.94
H 2.089 0.561 1.226  0.52
H 2.090 2.172 0.941  0.48
O 1.629 1.332 0.880  -1.02
H -0.753 -4.736 1.940  0.48
H -0.605 -4.656 0.388  0.47
O -1.220 -4.845 1.106  -0.95
H 0.278 0.287 2.455  0.46
H 0.426 -0.710 1.308  0.48
O 0.544 -0.615 2.260  -0.93
H 3.370 -3.692 -0.593  0.49
H 2.761 -2.566 0.266  0.47
O 2.906 -2.851 -0.644  -0.96
H 2.912 0.527 -2.569  0.46
H 2.911 0.185 -3.981  0.47
O 2.993 0.970 -3.421  -0.93
H -2.169 -2.804 1.318  0.50
H -2.641 -1.432 0.983  0.43
O -2.982 -2.330 1.054  -0.93
H 1.069 3.112 -1.756  0.49
H 1.283 3.867 -0.573  0.46
O 0.531 3.655 -1.150  -0.94
H 0.214 4.826 1.980  0.48
H 1.640 4.736 1.350  0.49
O 0.902 4.218 1.700  -0.97

[4]
The following is a DFT calculation (the ωB97M-V functional and the def2-TZVPD basis) of the molecule C4H7N3.

Calculated values
Spin multiplicity: 1
E, eV: -8727.8706
Total charge: 0
Gap between HOMO and LUMO, Ha: 0.299
E_LUMO, eV: 0.0

Last column: natural (NBO) charge in e.
Element x y z (Å)
N 1.821 -1.369 0.270  -0.82
C 0.530 -0.921 0.543  0.42
C -0.012 -0.016 -0.500  -0.31
C -0.851 1.091 -0.311  0.09
N -0.798 2.274 -0.990  -0.78
C -1.949 0.528 0.282  -0.17
N -0.106 -1.231 1.614  -0.73
H 2.058 -2.250 0.700  0.38
H 2.194 -1.257 -0.662  0.38
H 0.371 -0.164 -1.519  0.20
H -1.699 2.717 -1.102  0.39
H -0.191 2.345 -1.796  0.38
H -1.802 -0.031 1.214  0.23
H 0.484 -1.752 2.266  0.33

[5]
The following is a DFT calculation (the ωB97M-V functional and the def2-TZVPD basis) of a 11-piece molecular cluster, C38H56Cl12O16 overall in a non-equilibrium geometry.

Calculated values
Spin multiplicity: 1
E, eV: -223335.0000
Total charge: 0
Gap between HOMO and LUMO, Ha: 0.280
E_LUMO, eV: -1.9

Last column: Löwdin charge in e.
Element x y z (Å)
Cl 44.112 10.199 -24.696  0.53
C 45.054 11.506 -23.980  -0.67
C 45.540 12.475 -25.096  -0.69
Cl 46.283 11.574 -26.402  0.55
H 45.976 11.153 -23.520  0.07
H 44.476 12.042 -23.227  0.07
H 46.188 13.235 -24.660  0.07
H 44.699 13.060 -25.469  0.07
Cl 37.846 0.549 -29.413  0.54
C 38.198 2.059 -30.229  -0.69
C 37.451 2.414 -31.543  -0.63
Cl 35.687 2.469 -31.366  0.53
H 39.279 2.020 -30.359  0.06
H 38.085 2.791 -29.429  0.06
H 37.696 1.710 -32.339  0.07
H 37.720 3.454 -31.723  0.06
Cl 41.490 -5.509 -18.645  0.58
C 42.919 -4.549 -18.634  -0.71
C 43.674 -4.709 -19.993  -0.58
Cl 44.134 -6.490 -20.132  0.45
H 43.594 -4.847 -17.832  0.07
H 42.639 -3.498 -18.564  0.07
H 44.660 -4.252 -20.072  0.06
H 43.091 -4.483 -20.886  0.06
Cl 47.152 4.984 -27.119  0.53
C 47.604 6.659 -27.532  -0.66
C 48.320 6.831 -28.874  -0.65
Cl 47.328 6.683 -30.372  0.52
H 48.133 7.052 -26.664  0.07
H 46.713 7.286 -27.499  0.07
H 49.181 6.170 -28.972  0.06
H 48.776 7.821 -28.857  0.07
Cl 43.066 -6.603 -26.644  0.49
C 43.838 -7.194 -25.102  -0.62
C 44.923 -8.232 -25.372  -0.68
Cl 44.287 -9.794 -25.890  0.55
H 43.005 -7.653 -24.570  0.05
H 44.123 -6.397 -24.415  0.07
H 45.330 -8.532 -24.406  0.05
H 45.840 -7.954 -25.890  0.08
Cl 39.992 9.388 -29.555  0.54
C 40.579 11.035 -29.393  -0.63
C 41.733 11.197 -30.416  -0.70
Cl 43.116 10.117 -30.302  0.53
H 40.856 11.295 -28.372  0.08
H 39.745 11.577 -29.838  0.06
H 42.189 12.184 -30.331  0.06
H 41.478 11.067 -31.468  0.06
C 39.218 -8.562 -22.395  -0.09
O 38.696 -7.856 -23.533  -0.16
C 37.638 -6.992 -23.237  -0.25
C 37.109 -6.095 -24.338  -0.20
O 36.457 -6.798 -25.401  -0.17
C 36.000 -5.930 -26.433  -0.11
H 38.984 -8.158 -21.410  0.09
H 40.273 -8.751 -22.594  0.08
H 38.856 -9.590 -22.412  0.08
H 37.947 -6.284 -22.469  0.12
H 36.755 -7.471 -22.815  0.13
H 38.032 -5.766 -24.815  0.12
H 36.602 -5.226 -23.918  0.13
H 36.777 -5.212 -26.694  0.08
H 35.105 -5.386 -26.132  0.08
H 35.692 -6.386 -27.374  0.08
C 41.086 -1.271 -25.171  -0.10
O 40.874 0.108 -24.909  -0.18
C 41.808 0.896 -25.601  -0.22
C 41.359 2.371 -25.698  -0.22
O 42.092 3.020 -26.718  -0.20
C 41.948 4.492 -26.641  -0.06
H 40.405 -1.693 -24.432  0.08
H 42.053 -1.690 -24.893  0.09
H 40.726 -1.500 -26.174  0.09
H 41.922 0.653 -26.658  0.12
H 42.811 0.839 -25.178  0.13
H 41.634 2.804 -24.736  0.11
H 40.285 2.515 -25.819  0.13
H 42.709 5.041 -27.196  0.08
H 42.187 4.690 -25.596  0.07
H 40.938 4.880 -26.773  0.08
C 33.802 6.593 -27.404  0.07
C 34.901 7.168 -26.904  -0.19
C 35.056 8.624 -26.641  -0.29
O 36.085 9.251 -26.398  0.11
C 33.693 9.278 -26.755  0.09
C 32.598 8.690 -27.302  -0.23
C 32.499 7.259 -27.661  -0.28
O 31.586 6.675 -28.294  0.09
O 31.473 9.440 -27.434  0.09
O 36.049 6.415 -26.602  0.07
H 33.768 5.519 -27.514  0.13
H 33.640 10.311 -26.447  0.13
H 30.762 8.866 -27.728  0.11
H 36.805 6.985 -26.443  0.10
C 34.433 1.646 -23.364  0.04
C 34.044 2.914 -23.226  -0.20
C 34.961 3.987 -22.637  -0.31
O 34.713 5.111 -22.238  0.13
C 36.264 3.437 -22.383  0.05
C 36.697 2.206 -22.658  -0.24
C 35.784 1.109 -23.213  -0.25
O 36.119 -0.078 -23.500  0.08
O 37.938 1.775 -22.472  0.11
O 32.798 3.424 -23.441  0.10
H 33.680 0.998 -23.787  0.13
H 37.042 4.078 -21.996  0.14
H 38.002 0.874 -22.795  0.11
H 32.177 2.764 -23.756  0.12
C 40.553 7.309 -21.067  0.07
C 41.004 7.753 -19.821  -0.19
C 40.917 9.199 -19.413  -0.30
O 41.313 9.707 -18.335  0.08
C 40.337 10.085 -20.358  0.04
C 39.985 9.709 -21.588  -0.18
C 40.032 8.227 -22.033  -0.29
O 39.630 7.908 -23.181  0.07
O 39.406 10.541 -22.517  0.08
O 41.456 6.941 -18.873  0.12
H 40.552 6.244 -21.248  0.13
H 40.214 11.147 -20.200  0.14
H 39.040 10.154 -23.316  0.11
H 41.597 7.437 -18.063  0.12

[6]
The following is a DFT calculation (the ωB97M-V functional and the def2-TZVPD basis) of a 2-piece molecular cluster, C4H9S overall in a non-equilibrium geometry.

Calculated values
Spin multiplicity: 1
E, eV: -15128.5936
Total charge: -1
Gap between HOMO and LUMO, Ha: 0.206
E_LUMO, eV: 3.6

Last column: natural (NBO) charge in e.
Element x y z (Å)
C 1.489 -1.124 -2.573  -0.74
S 2.527 -2.137 -1.422  -0.76
H 0.474 -1.010 -2.174  0.16
H 1.433 -1.620 -3.542  0.17
H 1.981 -0.163 -2.731  0.17
C -1.201 1.732 1.160  -0.65
C -0.881 0.437 1.911  -0.20
C -0.467 -0.662 1.283  -0.38
H -2.277 1.719 0.955  0.20
H -0.643 1.750 0.231  0.22
H -1.019 2.640 1.732  0.20
H -0.954 0.610 2.981  0.18
H -0.008 -1.365 1.972  0.20
H -0.454 -0.808 0.216  0.22